107
Properties=species:S:1:pos:R:3:lowdin_charge:R:1 method="wB97M-V/def2-TZVPD" e_above_lowest_ev=1.1241 e_tot_ha=-5438.99309 homo_ha=-0.234 gap_ev=6.76 lumo_energy_ev=0.38
Zr -0.0831 0.5308 -0.0019 1.32
C 1.7077 -1.5776 2.6523 -0.25
P 1.8970 0.0787 1.9192 0.83
C 2.2305 1.0761 3.4138 -0.26
C 3.5854 -0.0259 1.1877 -0.40
C 3.7649 0.9208 0.0038 -0.35
P 2.8734 0.3296 -1.4906 0.64
C 2.7080 1.8844 -2.4273 -0.20
C 4.1566 -0.4928 -2.4819 -0.19
H 2.6109 -1.8425 3.2072 0.05
H 1.5206 -2.2991 1.8610 0.02
H 0.8328 -1.5689 3.2970 0.03
H 3.0301 0.6168 3.9971 0.05
H 1.3258 1.1511 4.0134 0.03
H 2.5296 2.0856 3.1230 0.02
H 3.7384 -1.0583 0.8671 0.08
H 4.3099 0.1940 1.9754 0.08
H 4.8190 1.0163 -0.2679 0.09
H 3.4094 1.9268 0.2508 0.07
H 3.6847 2.3449 -2.5868 0.05
H 2.0587 2.5786 -1.8919 0.02
H 2.2417 1.6756 -3.3929 0.05
H 5.0058 0.1783 -2.6157 0.05
H 3.7470 -0.7639 -3.4543 0.04
H 4.4781 -1.4089 -1.9869 0.05
C 1.7748 4.8110 3.7546 -0.07
C 1.3997 4.7223 2.2896 -0.29
O -0.0082 4.5062 2.1413 -0.28
P -0.5500 3.0090 1.8492 0.78
O -2.0896 3.3520 1.5406 -0.30
C -2.4272 4.2512 0.4620 -0.29
C -3.0593 5.5050 1.0206 -0.06
O -0.7690 2.3105 3.2839 -0.33
C -1.6454 2.8613 4.2837 -0.28
C -1.2694 2.2525 5.6149 -0.07
H 2.8411 5.0189 3.8537 0.08
H 1.5532 3.8756 4.2712 0.06
H 1.2188 5.6130 4.2397 0.08
H 1.9542 3.9211 1.7883 0.09
H 1.6261 5.6535 1.7711 0.12
H -3.1138 3.7097 -0.1891 0.12
H -1.5386 4.4987 -0.1225 0.06
H -3.9486 5.2633 1.6031 0.08
H -3.3513 6.1582 0.1969 0.08
H -2.3559 6.0380 1.6593 0.07
H -2.6736 2.6233 4.0087 0.12
H -1.5379 3.9488 4.3027 0.12
H -1.3116 1.1635 5.5627 0.08
H -1.9537 2.5944 6.3910 0.08
H -0.2553 2.5390 5.8969 0.07
O -1.2552 -1.0273 0.0136 -0.36
C -1.6798 -0.3726 1.1841 -0.60
C -3.0974 0.1712 1.0616 -0.17
C -4.2645 -0.8157 1.2906 -0.18
C -3.9703 -2.2924 1.0177 -0.20
C -3.2100 -2.9783 2.1529 -0.19
C -1.7333 -2.6059 2.2541 -0.22
N -1.4041 -1.1848 2.3703 -0.03
H -3.1863 0.6003 0.0553 0.10
H -3.2088 1.0142 1.7515 0.09
H -5.1019 -0.4956 0.6643 0.10
H -4.6171 -0.7309 2.3243 0.10
H -3.4135 -2.4019 0.0838 0.10
H -4.9235 -2.8124 0.8850 0.10
H -3.2681 -4.0641 2.0231 0.10
H -3.7147 -2.7471 3.0997 0.11
H -1.2147 -2.9754 1.3690 0.09
H -1.2941 -3.1193 3.1166 0.11
H -1.8599 -0.7648 3.1744 0.11
S -0.6290 4.4428 -2.9146 0.60
C -0.6116 3.1396 -1.9847 -0.99
N -0.5829 2.1901 -1.2847 -0.08
C 1.5362 -0.5729 -1.0582 -0.61
Ge 0.6296 -1.7580 -2.2891 0.88
C -0.8973 -0.8514 -3.1432 -0.27
C -2.2323 -1.1162 -2.8348 -0.11
C -3.2570 -0.3574 -3.3826 -0.08
C -2.9700 0.6902 -4.2462 -0.09
C -1.6506 0.9762 -4.5627 -0.10
C -0.6330 0.2108 -4.0115 -0.15
C 0.1213 -3.3959 -1.3483 -0.27
C 0.9222 -3.8337 -0.2974 -0.14
C 0.6400 -5.0084 0.3870 -0.09
C -0.4654 -5.7658 0.0300 -0.10
C -1.2623 -5.3572 -1.0299 -0.09
C -0.9628 -4.1895 -1.7201 -0.10
C 1.8043 -2.4414 -3.7138 -0.28
C 2.8163 -3.3388 -3.3696 -0.13
C 3.6801 -3.8474 -4.3269 -0.09
C 3.5440 -3.4694 -5.6560 -0.10
C 2.5307 -2.5977 -6.0208 -0.09
C 1.6651 -2.0927 -5.0561 -0.10
H -2.4754 -1.8994 -2.1334 0.07
H -4.2860 -0.5758 -3.1223 0.10
H -3.7708 1.2892 -4.6614 0.10
H -1.4126 1.8063 -5.2161 0.10
H 0.3967 0.4772 -4.2363 0.09
H 1.7824 -3.2367 -0.0164 0.07
H 1.2760 -5.3290 1.2041 0.10
H -0.6987 -6.6749 0.5701 0.10
H -2.1171 -5.9543 -1.3236 0.10
H -1.5802 -3.9036 -2.5635 0.10
H 2.9264 -3.6479 -2.3360 0.10
H 4.4581 -4.5445 -4.0398 0.10
H 4.2172 -3.8654 -6.4059 0.10
H 2.4079 -2.3144 -7.0589 0.10
H 0.8655 -1.4305 -5.3631 0.08